[1]
ORCA calculation (ωB97M-V/def2-TZVPD) on C27H41N2PReSi2 as an isolated structure.

## Properties
Expectation value of S²: 3.792
HOMO level (spin up / spin down), eV: -13.93 / -14.04
HOMO-LUMO gap (spin up / spin down), eV: 7.4 / 6.6

```
! wB97M-V def2-TZVPD RIJCOSX def2/J DEFGRID3
* xyz 2 4
Re 0.968 0.197 0.548
N 1.455 -0.435 2.735
C 2.684 0.250 3.204
C 2.611 1.673 2.710
N 2.442 1.625 1.225
H 0.660 -0.127 3.294
H 1.515 -1.437 2.895
H 3.547 -0.263 2.777
H 2.780 0.217 4.288
H 3.501 2.242 2.972
H 1.739 2.184 3.119
H 3.332 1.371 0.797
H 2.235 2.555 0.868
C -5.854 -2.872 1.730
C -5.088 -2.607 0.600
C -3.800 -2.116 0.733
C -3.265 -1.896 2.003
C -4.033 -2.179 3.133
C -5.329 -2.656 2.995
P -1.618 -1.219 2.329
C -0.588 -1.906 0.956
C 0.126 -3.079 1.270
C 0.828 -3.771 0.303
C 0.881 -3.291 -1.008
C 0.212 -2.132 -1.337
C -0.535 -1.427 -0.368
C -1.729 0.537 1.836
C -2.848 1.274 2.213
C -2.861 2.657 2.096
C -1.752 3.330 1.597
C -0.649 2.609 1.176
C -0.618 1.208 1.284
H -6.860 -3.254 1.621
H -5.499 -2.785 -0.386
H -3.223 -1.909 -0.159
H -3.615 -2.034 4.123
H -5.922 -2.869 3.875
H 0.076 -3.466 2.283
H 1.335 -4.693 0.562
H 1.427 -3.837 -1.767
H 0.225 -1.770 -2.352
H -1.214 -0.640 -0.689
H -3.717 0.763 2.614
H -3.739 3.212 2.400
H -1.762 4.408 1.511
H 0.173 3.150 0.716
C -1.511 2.479 -1.938
Si -0.083 1.530 -2.665
C 0.863 2.632 -3.835
C -0.802 0.097 -3.629
C 1.202 1.089 -1.301
Si 2.819 0.264 -1.861
C 4.180 1.538 -1.866
C 3.296 -1.021 -0.492
C 2.816 -0.634 -3.488
H -2.182 2.738 -2.763
H -1.203 3.415 -1.466
H -2.093 1.906 -1.210
H 0.218 2.958 -4.657
H 1.725 2.133 -4.286
H 1.222 3.533 -3.330
H -1.548 0.536 -4.298
H -1.339 -0.648 -3.042
H -0.070 -0.411 -4.261
H 1.536 2.126 -1.110
H 4.311 2.056 -0.909
H 3.981 2.306 -2.619
H 5.140 1.074 -2.113
H 4.167 -0.673 0.073
H 3.599 -1.941 -1.000
H 2.586 -1.415 0.267
H 2.643 0.057 -4.316
H 2.088 -1.441 -3.569
H 3.808 -1.072 -3.636
*
```

***

[2]
ORCA calculation (ωB97M-V/def2-TZVPD) on one molecule with the formula C25H25FN4O3.

## Properties
HOMO level, eV: -8.77
HOMO-LUMO gap, eV: 9.4

```
! wB97M-V def2-TZVPD RIJCOSX def2/J DEFGRID3
* xyz 0 1
O 0.749 2.635 -2.272
C 1.338 2.439 -1.227
C 0.764 2.899 0.127
N 0.225 1.789 0.907
C 1.102 1.049 1.629
O 2.289 1.333 1.653
C 0.600 -0.182 2.363
C 0.865 -1.420 1.491
C -0.072 -1.445 0.297
O 0.279 -1.188 -0.832
N -1.347 -1.777 0.647
C -2.494 -1.832 -0.140
C -2.493 -1.721 -1.528
C -3.714 -1.786 -2.175
C -4.874 -1.956 -1.432
C -4.757 -2.063 -0.056
N -3.599 -2.006 0.578
C -1.169 1.572 0.789
C -1.990 1.581 1.914
C -3.355 1.402 1.783
C -3.891 1.253 0.517
F -5.223 1.091 0.385
C -3.100 1.288 -0.616
C -1.733 1.442 -0.477
N 2.533 1.848 -1.119
C 3.202 1.233 -2.242
C 3.230 -0.290 -2.113
C 3.955 -0.822 -0.904
C 3.673 -2.122 -0.490
C 4.307 -2.676 0.607
C 5.234 -1.934 1.321
C 5.524 -0.644 0.918
C 4.895 -0.094 -0.186
H 1.558 3.369 0.714
H -0.039 3.614 -0.058
H 1.193 -0.266 3.275
H -0.454 -0.119 2.620
H 1.895 -1.395 1.129
H 0.722 -2.323 2.087
H -1.553 -1.946 1.623
H -1.570 -1.581 -2.063
H -3.759 -1.702 -3.251
H -5.841 -2.003 -1.906
H -5.624 -2.197 0.576
H -1.566 1.755 2.892
H -4.003 1.397 2.645
H -3.551 1.195 -1.590
H -1.105 1.473 -1.352
H 2.890 1.643 -0.192
H 2.641 1.514 -3.137
H 4.215 1.639 -2.327
H 2.199 -0.651 -2.076
H 3.695 -0.704 -3.012
H 2.942 -2.699 -1.038
H 4.072 -3.687 0.911
H 5.725 -2.360 2.183
H 6.246 -0.056 1.467
H 5.153 0.912 -0.481
*
```

***

[3]
ORCA calculation (ωB97M-V/def2-TZVPD) on C50H38AuBrF3N3O2Sb as an isolated structure in a non-equilibrium geometry.

## Properties
HOMO level, eV: -9.96
HOMO-LUMO gap, eV: 5.2

```
! wB97M-V def2-TZVPD RIJCOSX def2/J DEFGRID3
* xyz 1 1
Au 0.047 1.146 0.123
C 3.448 1.249 1.714
O 2.497 0.234 1.428
C 2.988 -0.950 0.971
C 4.298 -1.136 0.566
C 4.695 -2.384 0.095
Br 6.484 -2.609 -0.476
C 3.824 -3.446 0.053
C 2.505 -3.265 0.478
C 2.079 -2.014 0.898
O 0.787 -1.753 1.269
C 1.621 -4.439 0.502
N 1.751 -5.471 -0.279
C 0.786 -6.374 0.146
C 0.501 -7.658 -0.318
C -0.511 -8.356 0.307
C -1.238 -7.798 1.372
C -0.972 -6.527 1.842
C 0.053 -5.834 1.208
N 0.589 -4.573 1.407
H 2.891 2.056 2.182
H 3.917 1.623 0.800
H 4.213 0.881 2.400
H 5.009 -0.325 0.597
H 4.134 -4.424 -0.284
H 0.203 -2.413 0.862
H 1.064 -8.081 -1.139
H -0.755 -9.356 -0.026
H -2.023 -8.380 1.836
H -1.530 -6.098 2.665
H 0.462 -4.010 2.232
C -5.300 5.042 1.782
C -3.907 5.069 1.151
C -3.294 3.741 1.130
N -2.830 2.691 1.135
H -5.714 6.048 1.796
H -5.258 4.672 2.805
H -5.973 4.404 1.210
H -3.240 5.734 1.701
H -3.951 5.431 0.123
F -1.429 -5.879 -2.312
C -1.561 -4.680 -1.729
C -2.664 -4.455 -0.922
C -2.819 -3.204 -0.350
C -1.890 -2.191 -0.590
C -0.782 -2.461 -1.392
C -0.603 -3.714 -1.966
Sb -2.188 -0.242 0.192
C -4.011 0.156 -0.794
C -4.170 -0.329 -2.091
C -5.348 -0.110 -2.788
C -6.359 0.591 -2.162
F -7.505 0.804 -2.825
C -6.238 1.078 -0.874
C -5.049 0.862 -0.194
C -2.796 -0.742 2.152
C -4.099 -1.123 2.462
C -4.431 -1.528 3.746
C -3.438 -1.548 4.706
F -3.751 -1.941 5.950
C -2.136 -1.174 4.435
C -1.822 -0.766 3.147
H -3.379 -5.250 -0.762
H -3.685 -3.019 0.275
H -0.047 -1.687 -1.589
H 0.252 -3.944 -2.586
H -3.381 -0.901 -2.565
H -5.492 -0.480 -3.794
H -7.065 1.608 -0.421
H -4.939 1.246 0.812
H -4.873 -1.111 1.702
H -5.437 -1.827 4.008
H -1.396 -1.197 5.223
H -0.805 -0.464 2.925
C 1.349 2.497 -0.574
C 2.191 3.273 -1.024
C 3.191 4.068 -1.526
C 4.255 4.463 -0.603
C 5.594 4.459 -1.011
C 6.591 4.768 -0.103
C 6.262 5.112 1.201
C 4.934 5.120 1.613
C 3.934 4.774 0.724
C 3.188 4.475 -2.913
C 3.956 5.566 -3.349
C 3.921 5.952 -4.675
C 3.127 5.255 -5.577
C 2.351 4.179 -5.157
C 2.373 3.794 -3.834
H 5.849 4.170 -2.021
H 7.627 4.738 -0.413
H 7.044 5.370 1.903
H 4.682 5.388 2.630
H 2.898 4.763 1.035
H 4.542 6.133 -2.639
H 4.503 6.801 -5.005
H 3.105 5.558 -6.616
H 1.734 3.645 -5.867
H 1.781 2.955 -3.492
*
```